(1)
ORCA calculation (the ωB97M-V functional and the def2-TZVPD basis) on a structure of composition C5H15N3O.

Results
Lowest unoccupied orbital energy: 0.97 eV
HOMO-LUMO gap: 8.17 eV
Molar mass: 133.2 g mol⁻¹

```
24
C5H15N3O | OMol25 | the ωB97M-V functional and the def2-TZVPD basis
C -1.6618 0.5997 -0.5598
C -2.6270 -0.4255 -0.0569
C -1.1637 1.6523 0.2197
O -1.4779 0.5657 -1.9007
H -0.5749 0.9146 -2.0910
H -0.0601 -0.5200 -0.2654
H -3.6509 -0.0757 -0.2233
H -2.4817 -0.5979 1.0074
H -2.5013 -1.3641 -0.5948
H 0.1788 1.3041 0.6162
H -1.0366 2.6003 -0.2958
H -1.6058 1.7544 1.2035
C 1.6964 -1.7483 -0.0753
C 1.0820 -0.3577 -0.2116
N 0.9789 -0.0121 2.1249
N 1.4118 0.2796 -1.4882
N 1.3003 0.5726 0.8366
H 1.6695 -0.7287 2.3478
H 1.1193 0.7346 2.7982
H 2.2423 -0.1281 -1.9037
H 1.6290 1.2616 -1.3490
H 2.7739 -1.6673 0.0797
H 1.2539 -2.2870 0.7606
H 1.5056 -2.3270 -0.9792
```

***

(2)
ORCA calculation (the ωB97M-V functional and the def2-TZVPD basis) on a cluster of 2 separate species, C5H15N3O in total.

Results
Lowest unoccupied orbital energy: 0.84 eV
HOMO-LUMO gap: 8.18 eV
Molar mass: 133.2 g mol⁻¹

```
24
C5H15N3O | OMol25 | the ωB97M-V functional and the def2-TZVPD basis
C -1.4727 -0.3342 -0.3066
C -1.1569 -1.5984 -1.0428
C -1.5405 0.9288 -1.0386
N -2.2660 -0.4844 0.7829
H 1.9175 -1.2057 0.4167
H -2.1021 -1.2862 1.3738
H -2.5347 0.3459 1.2892
H -1.9926 -1.8416 -1.7065
H -1.0091 -2.4317 -0.3531
H -0.2578 -1.4640 -1.6414
H -0.4839 1.3075 -0.6132
H -2.3644 1.5758 -0.7433
H -1.4603 0.8203 -2.1176
C 0.4689 0.7249 1.7793
C 1.7518 -0.2033 -0.0201
N 2.9005 0.6071 0.3598
O 1.7328 -0.4621 -1.4384
N 0.5189 0.3804 0.3786
H 1.4897 0.3760 -1.8548
H 3.7513 0.2167 -0.0304
H 2.7802 1.5515 0.0054
H 0.4783 -0.1679 2.4325
H -0.4491 1.2851 1.9841
H 1.3004 1.3596 2.1045
```

***

Which is most stable? The ranking, best first, is (2), (1).